(1)
The following is a DFT calculation (ωB97M-V with the def2-TZVPD basis set) of 2 unconnected molecules or ions with the total composition C9H9N2O.

Atoms and positions in Å:
C1 3.526927 0.347432 0.205309
C2 3.063727 -0.262864 1.322440
C3 2.795358 0.803456 -0.876523
C4 1.690134 -0.490291 1.315912
C5 1.402009 0.595454 -0.893077
C6 1.038799 0.147760 0.338131
C7 -1.726515 -0.584991 -0.983151
C8 -3.492159 0.122236 0.445459
C9 -3.332297 -0.528028 -0.957553
N1 -2.247016 0.251390 0.930098
N2 -1.257185 -0.229473 0.139158
O1 -4.447814 0.616746 1.053075
H1 4.612467 0.357768 0.021766
H2 3.845865 -0.658726 1.992822
H3 3.158237 1.064785 -1.857192
H4 1.298313 -0.825526 2.245646
H5 0.832687 0.949018 -1.735799
H6 -1.157821 -0.886847 -1.833344
H7 -3.722851 0.296406 -1.626468
H8 -3.860017 -1.405602 -1.192876
H9 -2.020858 0.319907 1.946163

Forces on atoms 1 to 6 (eV/Å):
3.22 0.74 -2.15
0.53 -0.44 -0.76
-1.45 -1.15 -0.09
-0.40 0.61 2.21
0.01 0.95 0.99
-1.51 -0.77 -1.71

Summary:
HOMO-LUMO gap: 7.722 eV
max |F|: 4.09 eV/Å
M: 161.184 Da
E: -14495.2704 eV
charge: +1
lowest unoccupied orbital energy: -5.754 eV
highest occupied orbital energy: -13.48 eV
energy above the lowest of the compared OMol25 structures with the same formula, charge and spin: 90.85 kcal/mol

Here are the Löwdin charges for atoms 1 to 8, given in e: -0.077 -0.029 -0.018 -0.022 -0.016 0.125 -0.033 -0.431

***

(2)
The following is a DFT calculation (ωB97M-V with the def2-TZVPD basis set) of 3 unconnected molecules or ions with the total composition C3H12N2O3.

Atoms and positions in Å:
C1 -1.938710 2.154815 -0.829628
N1 -1.861557 0.710197 -0.710841
C2 -0.588138 0.263624 -0.215348
C3 -0.600826 -1.239542 -0.035558
N2 0.432353 -1.934372 -0.611316
O1 -1.408900 -1.783849 0.685137
H1 -1.212070 2.491029 -1.562245
H2 -1.900019 2.629722 0.161783
H3 -2.932206 2.442712 -1.186927
H4 -2.631014 0.260478 -0.242492
H5 -0.322040 0.768874 0.733236
H6 0.261921 0.627460 -0.799607
H7 1.061118 -1.442300 -1.219286
H8 0.405504 -2.938929 -0.515655
H9 2.296049 -0.976465 0.303711
H10 2.277741 -1.251035 1.801667
O2 2.616409 -0.632005 1.145109
H11 2.010442 2.303167 1.132139
H12 2.506649 1.017864 0.557007
O3 2.181334 1.896712 0.274735

Forces on atoms 1 to 6 (eV/Å):
-1.31 -0.48 0.49
0.37 -0.07 -1.04
0.28 0.55 0.46
0.55 0.23 0.72
-0.38 0.34 0.26
-0.31 -0.16 -0.26

Summary:
HOMO-LUMO gap: 9.112 eV
max |F|: 1.48 eV/Å
M: 124.140 Da
E: -12428.3808 eV
charge: 0
lowest unoccupied orbital energy: 0.438 eV
highest occupied orbital energy: -8.67 eV
energy above the lowest of the compared OMol25 structures with the same formula, charge and spin: 22.33 kcal/mol

Here are the Löwdin charges for atoms 1 to 8, given in e: -0.128 -0.122 -0.201 -0.522 0.148 0.061 0.081 0.079

***

(3)
The following is a DFT calculation (ωB97M-V with the def2-TZVPD basis set) of a molecular structure, C33H53MnO17.

Atoms and positions in Å:
Mn1 -2.430308 0.919938 -2.926752
C1 -0.307126 -0.046972 -0.491241
O1 -1.267584 -0.158216 -1.481878
H1 0.641702 -0.491537 -0.791574
H2 0.030195 0.963970 -0.262538
H3 -0.663706 -0.534157 0.416280
O2 -0.319491 -0.898396 3.326862
C2 -0.184801 0.259595 3.711424
O3 -0.688205 0.759933 4.839754
C3 -1.442381 -0.043398 5.711118
C4 -2.185011 0.911687 6.660311
C5 0.659711 1.203245 2.791325
H4 -0.819974 -0.703590 6.315142
H5 -2.186734 -0.672487 5.222961
H6 -2.966156 0.471184 7.279873
H7 -2.673045 1.762963 6.185697
H8 -1.409315 1.270821 7.336628
H9 1.144773 0.591667 2.030538
H10 1.445177 1.731778 3.331495
H11 -0.037226 1.828385 2.233129
O4 1.187093 -4.991828 -4.323653
C6 1.216721 -4.309125 -3.309249
O5 1.221133 -4.865893 -2.060710
C7 1.538353 -3.943976 -1.053710
C8 2.154129 -2.815487 -1.913165
C9 1.385873 -2.779892 -3.178352
H12 2.272166 -4.240538 -0.304264
H13 0.630384 -3.609655 -0.551790
H14 3.201509 -3.090018 -2.038556
H15 2.216468 -1.910287 -1.309158
H16 1.874426 -2.440806 -4.091835
H17 0.485521 -2.196426 -2.985887
O6 -5.881170 -2.535583 2.413141
C10 -5.111423 -1.704284 1.959981
O7 -5.232613 -1.098412 0.758553
C11 -4.291777 -0.050065 0.512976
C12 -3.716180 0.213886 1.913230
C13 -3.912192 -1.047844 2.689754
H18 -4.781688 0.798869 0.036116
H19 -3.488606 -0.369356 -0.151162
H20 -4.231244 1.063360 2.361783
H21 -2.637659 0.371538 1.919480
H22 -4.084412 -0.993803 3.764708
H23 -3.053644 -1.713066 2.597724
O8 1.172499 4.233798 1.790794
C14 2.114447 3.979755 1.077039
O9 3.250213 4.746017 1.051327
C15 4.104397 4.230704 0.070814
C16 3.680197 2.790733 -0.079815
C17 2.192562 2.773476 0.085283
H24 5.126627 4.252449 0.448544
H25 4.073876 4.837560 -0.834105
H26 4.120106 2.074358 0.614008
H27 3.942428 2.269617 -1.000562
H28 1.691702 1.908416 0.519934
H29 1.660850 3.105568 -0.806400
O10 -2.994637 2.325666 -1.469375
C18 -2.806576 3.388155 -0.745980
O11 -3.338780 4.603659 -0.989906
C19 -2.897731 5.554534 0.011379
C20 -1.626090 4.952102 0.500864
C21 -1.887516 3.507623 0.388713
H30 -3.609673 5.546732 0.836723
H31 -2.811824 6.569077 -0.377748
H32 -1.471288 5.361525 1.499110
H33 -0.776238 5.247814 -0.114283
H34 -2.444975 3.036499 1.198277
H35 -1.006434 2.889202 0.217410
O12 -2.896654 -5.090879 -4.177983
C22 -3.108270 -4.364840 -3.197050
O13 -4.354255 -4.049341 -2.794489
C23 -4.305663 -3.183697 -1.644741
C24 -2.969318 -3.398177 -1.077610
C25 -2.132868 -3.694234 -2.260882
H36 -5.033877 -3.362614 -0.853671
H37 -4.489953 -2.147569 -1.928622
H38 -2.897398 -4.200889 -0.343730
H39 -2.753979 -2.466196 -0.554987
H40 -1.228781 -4.269258 -2.060691
H41 -1.742911 -2.744037 -2.625810
O14 3.328717 -4.282810 2.351009
C26 3.788020 -3.278945 1.780142
O15 4.370084 -3.323999 0.559255
C27 4.910907 -2.103130 0.164260
C28 4.033328 -1.104548 1.000054
C29 3.692208 -1.837032 2.282250
H42 4.935602 -2.051676 -0.924243
H43 5.971369 -2.097393 0.416227
H44 3.083664 -0.884956 0.512184
H45 4.578909 -0.190900 1.236056
H46 2.653015 -1.730293 2.593324
H47 4.380403 -1.533163 3.071017
O16 -0.399401 1.641728 -3.790820
C30 0.741560 1.436983 -4.089612
O17 1.022228 0.782483 -5.231798
C31 2.431203 0.564212 -5.355450
C32 2.960987 0.608144 -3.924576
C33 2.025809 1.638556 -3.278782
H48 2.967705 1.325983 -5.921120
H49 2.645073 -0.397326 -5.822134
H50 3.981019 0.992079 -3.939284
H51 2.873443 -0.364693 -3.440801
H52 2.369480 2.651693 -3.487469
H53 1.808790 1.457972 -2.225976

Forces on atoms 1 to 6 (eV/Å):
2.88 -0.50 2.75
-0.08 -0.03 -0.35
-1.72 0.85 -2.27
0.21 -0.65 -0.10
-0.53 0.62 0.18
0.21 0.00 0.33

Summary:
HOMO-LUMO gap (spin up / spin down): 6.855 / 6.800 eV
max |F|: 4.03 eV/Å
M: 776.708 Da
E: -101200.6395 eV
charge: +1
lowest unoccupied orbital energy (spin up / spin down): -4.900 / -4.954 eV
spin multiplicity: 6
highest occupied orbital energy (spin up / spin down): -11.75 / -11.75 eV
energy above the lowest of the compared OMol25 structures with the same formula, charge and spin: 32.66 kcal/mol

Here are the Löwdin charges for atoms 1 to 8, given in e: 1.240 -0.253 -0.410 0.049 0.028 0.075 0.063 -0.483

***

What did the second record say?
The following is a DFT calculation (ωB97M-V with the def2-TZVPD basis set) of 3 unconnected molecules or ions with the total composition C3H12N2O3.

Atoms and positions in Å:
C1 -1.938710 2.154815 -0.829628
N1 -1.861557 0.710197 -0.710841
C2 -0.588138 0.263624 -0.215348
C3 -0.600826 -1.239542 -0.035558
N2 0.432353 -1.934372 -0.611316
O1 -1.408900 -1.783849 0.685137
H1 -1.212070 2.491029 -1.562245
H2 -1.900019 2.629722 0.161783
H3 -2.932206 2.442712 -1.186927
H4 -2.631014 0.260478 -0.242492
H5 -0.322040 0.768874 0.733236
H6 0.261921 0.627460 -0.799607
H7 1.061118 -1.442300 -1.219286
H8 0.405504 -2.938929 -0.515655
H9 2.296049 -0.976465 0.303711
H10 2.277741 -1.251035 1.801667
O2 2.616409 -0.632005 1.145109
H11 2.010442 2.303167 1.132139
H12 2.506649 1.017864 0.557007
O3 2.181334 1.896712 0.274735

Forces on atoms 1 to 6 (eV/Å):
-1.31 -0.48 0.49
0.37 -0.07 -1.04
0.28 0.55 0.46
0.55 0.23 0.72
-0.38 0.34 0.26
-0.31 -0.16 -0.26

Summary:
HOMO-LUMO gap: 9.112 eV
max |F|: 1.48 eV/Å
M: 124.140 Da
E: -12428.3808 eV
charge: 0
lowest unoccupied orbital energy: 0.438 eV
highest occupied orbital energy: -8.67 eV
energy above the lowest of the compared OMol25 structures with the same formula, charge and spin: 22.33 kcal/mol

Here are the Löwdin charges for atoms 1 to 8, given in e: -0.128 -0.122 -0.201 -0.522 0.148 0.061 0.081 0.079

***

Which value of max |F| does entry 3 give? 4.03 eV/Å